[1]
Below is a cluster of 2 separate species, C8H22N3 in total at a distorted geometry, with properties calculated with ωB97M-V/def2-TZVPD.

Results
Frontier orbital gap in eV: 9.50
Relative energy (zero: lowest compared OMol25 entry of this formula, charge and spin) in kcal/mol: 116.0

The geometry in ORCA input format:
```
! RIJCOSX wB97M-V def2-TZVPD def2/J DEFGRID3
* xyz 1 1
C -2.2422 -0.7653 1.6064
C 0.1361 1.4763 -2.9673
C 1.6023 -0.4629 -2.8500
C 0.6679 -1.0494 1.5379
C 1.0087 1.0797 0.7301
C 0.1029 0.7967 3.1645
C -1.3566 0.4656 1.2556
C -0.5130 -0.3622 -1.6752
N -0.4177 -1.7019 -1.5867
N 0.5361 0.2485 -2.2143
N 0.1500 0.4003 1.6693
H -2.4800 -0.7514 2.6487
H -3.2063 -0.6711 1.2063
H -1.8408 -1.7160 1.1388
H 0.9589 2.1955 -2.9535
H -0.1159 1.1960 -3.9737
H -0.6801 1.8397 -2.4524
H 2.4677 0.1073 -2.9791
H 1.9617 -1.3790 -2.2669
H 1.2775 -0.9233 -3.8738
H 0.3176 -1.8364 2.1919
H 0.6250 -1.3241 0.5647
H 1.6852 -0.8658 1.6518
H 1.9899 1.1402 1.0510
H 0.8829 0.7286 -0.3602
H 0.6175 2.0816 0.6530
H -0.6101 0.1055 3.6524
H 0.9750 0.8404 3.8127
H -0.3259 1.7769 2.9769
H -1.7774 1.2881 1.7210
H -1.3318 0.4208 0.1559
H -1.2590 -2.0430 -1.1626
H 0.1939 -2.3360 -2.0735
*
```

---

[2]
Below is a cluster of 9 separate species, C12H42N4O9 in total at a distorted geometry, with properties calculated with ωB97M-V/def2-TZVPD.

Results
SMILES: NC(N)=O.NC(N)=O.CCO.CCO.CCO.CO.CO.CO.CO
Frontier orbital gap in eV: 9.45
Relative energy (zero: lowest compared OMol25 entry of this formula, charge and spin) in kcal/mol: 0.0

The geometry in ORCA input format:
```
! RIJCOSX wB97M-V def2-TZVPD def2/J DEFGRID3
* xyz 0 1
N -2.3590 -1.6599 0.0298
C -3.1792 -1.9841 -0.8748
N -4.3121 -2.5470 -0.5182
O -3.0044 -1.7432 -2.1953
H -1.4823 -1.2406 -0.3810
H -2.2372 -2.1257 0.9273
H -5.1286 -2.5824 -1.1890
H -4.5475 -2.6773 0.4869
N 3.3885 4.2967 -0.1859
C 3.0486 3.1294 -0.6149
N 2.6537 3.0891 -1.8557
O 2.8758 2.1097 0.2664
H 3.6034 4.5135 0.7975
H 3.3793 5.0474 -0.8505
H 2.0401 2.3133 -2.1652
H 3.1641 3.6151 -2.5256
C 0.8817 -0.8641 0.9106
C 0.8463 -1.4519 -0.5104
O -0.1174 -0.8166 -1.3386
H 1.1254 -1.5743 1.6313
H -0.0743 -0.5102 1.2332
H 1.6802 -0.0735 0.9162
H 0.6737 -2.5691 -0.5009
H 1.7923 -1.2934 -0.9228
H -0.4000 -1.5848 -1.9109
C -0.0873 -3.2612 2.8512
C -1.3827 -4.0511 3.0242
O -2.4127 -3.3020 2.3733
H 0.2020 -3.4222 1.8458
H 0.5938 -3.5999 3.5998
H -0.3546 -2.1946 3.1325
H -1.6813 -4.2514 3.9953
H -1.3492 -4.9520 2.4334
H -3.2625 -3.7595 2.4515
C -1.6085 3.7139 1.9932
C -0.4044 2.9354 1.7879
O 0.6142 3.7465 2.3284
H -1.7054 4.5946 1.2963
H -1.8643 4.1413 2.9717
H -2.4175 3.0404 1.6581
H -0.2665 2.8404 0.7347
H -0.2737 1.9723 2.3214
H 1.4131 3.5423 1.9153
C 0.0293 1.1001 -3.8720
O 1.0109 1.1165 -2.8533
H -0.6653 1.8750 -3.5391
H -0.5101 0.1612 -3.9769
H 0.4369 1.4835 -4.8423
H 0.6205 0.5632 -2.1711
C 3.9139 0.2054 3.0025
O 3.0147 1.2731 2.9266
H 3.7921 -0.4353 2.1348
H 3.9314 -0.3278 3.8644
H 4.8936 0.5801 2.7298
H 2.9780 1.5908 2.0463
C -2.1252 1.6531 -1.0017
O -2.5629 0.8894 0.2217
H -2.3544 1.1347 -1.8819
H -1.1113 1.8406 -0.9973
H -2.6979 2.5756 -0.9441
H -2.8763 -0.0002 0.0163
C 0.7431 -2.7183 -3.7013
O -0.5713 -2.6452 -3.2284
H 1.2060 -1.7686 -3.6615
H 0.7026 -3.0174 -4.7599
H 1.2522 -3.3614 -2.9398
H -1.1134 -2.3174 -3.9459
*
```

---

[3]
Below is a structure of composition C39H30BrGeMgN3O4, with properties calculated with ωB97M-V/def2-TZVPD.

Results
Frontier orbital gap in eV: 8.29
Relative energy (zero: lowest compared OMol25 entry of this formula, charge and spin) in kcal/mol: 9.3

The geometry in ORCA input format:
```
! RIJCOSX wB97M-V def2-TZVPD def2/J DEFGRID3
* xyz 0 1
Mg 1.4716 0.4783 -1.8333
Br 0.7944 2.8612 -5.4348
C 1.6090 1.1351 -5.5527
C 1.6307 0.5119 -6.7899
C 2.2614 -0.7202 -6.8596
C 2.8456 -1.2470 -5.7193
C 2.7588 -0.5292 -4.5387
N 2.1248 0.6478 -4.4514
C 3.4033 -1.0595 -3.2590
O 4.0892 -2.0647 -3.3304
O 3.1585 -0.3509 -2.2247
H 1.1751 0.9770 -7.6507
H 2.2993 -1.2564 -7.7992
H 3.3731 -2.1892 -5.7093
C 3.5852 1.6340 1.9268
C 3.1713 0.9537 0.7712
N 2.3030 1.4677 -0.0721
C 1.8035 2.6943 0.1723
C 2.1719 3.4630 1.2772
C 3.0892 2.8870 2.1759
C 1.6090 4.7755 1.4377
C 0.7295 5.2672 0.5389
C 0.3086 4.4836 -0.5900
C -0.6447 4.9194 -1.5282
C -1.0494 4.0713 -2.5244
C -0.4776 2.7933 -2.6033
N 0.4571 2.3834 -1.7713
C 0.8343 3.2037 -0.7657
H 4.2901 1.1649 2.5982
H 3.5550 -0.0276 0.5162
H 3.3969 3.4406 3.0549
H 1.9096 5.3656 2.2945
H 0.3115 6.2586 0.6625
H -1.0689 5.9125 -1.4384
H -1.7939 4.3653 -3.2503
H -0.7770 2.0888 -3.3701
O -0.0537 -0.5807 -2.7549
C -0.1674 -1.2495 -1.6853
O 0.5380 -0.9598 -0.6774
C -1.1202 -2.4095 -1.5988
C -0.9938 -3.1414 -0.2728
Ge -1.3391 -2.0686 1.3332
C 0.1832 -2.1972 2.5502
C 1.4834 -2.0440 2.0595
C 2.5750 -2.1107 2.9147
C 2.3851 -2.3308 4.2731
C 1.1004 -2.4857 4.7722
C 0.0090 -2.4186 3.9147
C -2.8954 -2.8066 2.2621
C -3.9403 -2.0057 2.7176
C -5.0221 -2.5572 3.3939
C -5.0725 -3.9228 3.6284
C -4.0374 -4.7360 3.1855
C -2.9620 -4.1792 2.5088
C -1.7287 -0.1828 1.0054
C -1.0095 0.8051 1.6769
C -1.3402 2.1467 1.5403
C -2.3911 2.5236 0.7149
C -3.0985 1.5556 0.0166
C -2.7702 0.2145 0.1677
H -0.8943 -3.0703 -2.4406
H -2.1258 -2.0274 -1.7929
H 0.0267 -3.5143 -0.1684
H -1.6582 -4.0076 -0.2455
H 1.6357 -1.8661 1.0006
H 3.5780 -2.0009 2.5193
H 3.2371 -2.3882 4.9393
H 0.9468 -2.6633 5.8295
H -0.9905 -2.5455 4.3178
H -3.9138 -0.9346 2.5463
H -5.8252 -1.9178 3.7388
H -5.9142 -4.3536 4.1558
H -4.0683 -5.8028 3.3681
H -2.1604 -4.8312 2.1759
H -0.1914 0.5241 2.3318
H -0.7827 2.8994 2.0870
H -2.6607 3.5679 0.6200
H -3.9191 1.8423 -0.6302
H -3.3607 -0.5290 -0.3586
*
```

---

Question: Look up the frontier orbital gap of the third one.
Answer: 8.29 eV

---

What did the third record say?
Below is a structure of composition C39H30BrGeMgN3O4, with properties calculated with ωB97M-V/def2-TZVPD.

Results
Frontier orbital gap in eV: 8.29
Relative energy (zero: lowest compared OMol25 entry of this formula, charge and spin) in kcal/mol: 9.3

The geometry in ORCA input format:
```
! RIJCOSX wB97M-V def2-TZVPD def2/J DEFGRID3
* xyz 0 1
Mg 1.4716 0.4783 -1.8333
Br 0.7944 2.8612 -5.4348
C 1.6090 1.1351 -5.5527
C 1.6307 0.5119 -6.7899
C 2.2614 -0.7202 -6.8596
C 2.8456 -1.2470 -5.7193
C 2.7588 -0.5292 -4.5387
N 2.1248 0.6478 -4.4514
C 3.4033 -1.0595 -3.2590
O 4.0892 -2.0647 -3.3304
O 3.1585 -0.3509 -2.2247
H 1.1751 0.9770 -7.6507
H 2.2993 -1.2564 -7.7992
H 3.3731 -2.1892 -5.7093
C 3.5852 1.6340 1.9268
C 3.1713 0.9537 0.7712
N 2.3030 1.4677 -0.0721
C 1.8035 2.6943 0.1723
C 2.1719 3.4630 1.2772
C 3.0892 2.8870 2.1759
C 1.6090 4.7755 1.4377
C 0.7295 5.2672 0.5389
C 0.3086 4.4836 -0.5900
C -0.6447 4.9194 -1.5282
C -1.0494 4.0713 -2.5244
C -0.4776 2.7933 -2.6033
N 0.4571 2.3834 -1.7713
C 0.8343 3.2037 -0.7657
H 4.2901 1.1649 2.5982
H 3.5550 -0.0276 0.5162
H 3.3969 3.4406 3.0549
H 1.9096 5.3656 2.2945
H 0.3115 6.2586 0.6625
H -1.0689 5.9125 -1.4384
H -1.7939 4.3653 -3.2503
H -0.7770 2.0888 -3.3701
O -0.0537 -0.5807 -2.7549
C -0.1674 -1.2495 -1.6853
O 0.5380 -0.9598 -0.6774
C -1.1202 -2.4095 -1.5988
C -0.9938 -3.1414 -0.2728
Ge -1.3391 -2.0686 1.3332
C 0.1832 -2.1972 2.5502
C 1.4834 -2.0440 2.0595
C 2.5750 -2.1107 2.9147
C 2.3851 -2.3308 4.2731
C 1.1004 -2.4857 4.7722
C 0.0090 -2.4186 3.9147
C -2.8954 -2.8066 2.2621
C -3.9403 -2.0057 2.7176
C -5.0221 -2.5572 3.3939
C -5.0725 -3.9228 3.6284
C -4.0374 -4.7360 3.1855
C -2.9620 -4.1792 2.5088
C -1.7287 -0.1828 1.0054
C -1.0095 0.8051 1.6769
C -1.3402 2.1467 1.5403
C -2.3911 2.5236 0.7149
C -3.0985 1.5556 0.0166
C -2.7702 0.2145 0.1677
H -0.8943 -3.0703 -2.4406
H -2.1258 -2.0274 -1.7929
H 0.0267 -3.5143 -0.1684
H -1.6582 -4.0076 -0.2455
H 1.6357 -1.8661 1.0006
H 3.5780 -2.0009 2.5193
H 3.2371 -2.3882 4.9393
H 0.9468 -2.6633 5.8295
H -0.9905 -2.5455 4.3178
H -3.9138 -0.9346 2.5463
H -5.8252 -1.9178 3.7388
H -5.9142 -4.3536 4.1558
H -4.0683 -5.8028 3.3681
H -2.1604 -4.8312 2.1759
H -0.1914 0.5241 2.3318
H -0.7827 2.8994 2.0870
H -2.6607 3.5679 0.6200
H -3.9191 1.8423 -0.6302
H -3.3607 -0.5290 -0.3586
*
```

---

Please write out number 2 again, unchanged.
Below is a cluster of 9 separate species, C12H42N4O9 in total at a distorted geometry, with properties calculated with ωB97M-V/def2-TZVPD.

Results
SMILES: NC(N)=O.NC(N)=O.CCO.CCO.CCO.CO.CO.CO.CO
Frontier orbital gap in eV: 9.45
Relative energy (zero: lowest compared OMol25 entry of this formula, charge and spin) in kcal/mol: 0.0

The geometry in ORCA input format:
```
! RIJCOSX wB97M-V def2-TZVPD def2/J DEFGRID3
* xyz 0 1
N -2.3590 -1.6599 0.0298
C -3.1792 -1.9841 -0.8748
N -4.3121 -2.5470 -0.5182
O -3.0044 -1.7432 -2.1953
H -1.4823 -1.2406 -0.3810
H -2.2372 -2.1257 0.9273
H -5.1286 -2.5824 -1.1890
H -4.5475 -2.6773 0.4869
N 3.3885 4.2967 -0.1859
C 3.0486 3.1294 -0.6149
N 2.6537 3.0891 -1.8557
O 2.8758 2.1097 0.2664
H 3.6034 4.5135 0.7975
H 3.3793 5.0474 -0.8505
H 2.0401 2.3133 -2.1652
H 3.1641 3.6151 -2.5256
C 0.8817 -0.8641 0.9106
C 0.8463 -1.4519 -0.5104
O -0.1174 -0.8166 -1.3386
H 1.1254 -1.5743 1.6313
H -0.0743 -0.5102 1.2332
H 1.6802 -0.0735 0.9162
H 0.6737 -2.5691 -0.5009
H 1.7923 -1.2934 -0.9228
H -0.4000 -1.5848 -1.9109
C -0.0873 -3.2612 2.8512
C -1.3827 -4.0511 3.0242
O -2.4127 -3.3020 2.3733
H 0.2020 -3.4222 1.8458
H 0.5938 -3.5999 3.5998
H -0.3546 -2.1946 3.1325
H -1.6813 -4.2514 3.9953
H -1.3492 -4.9520 2.4334
H -3.2625 -3.7595 2.4515
C -1.6085 3.7139 1.9932
C -0.4044 2.9354 1.7879
O 0.6142 3.7465 2.3284
H -1.7054 4.5946 1.2963
H -1.8643 4.1413 2.9717
H -2.4175 3.0404 1.6581
H -0.2665 2.8404 0.7347
H -0.2737 1.9723 2.3214
H 1.4131 3.5423 1.9153
C 0.0293 1.1001 -3.8720
O 1.0109 1.1165 -2.8533
H -0.6653 1.8750 -3.5391
H -0.5101 0.1612 -3.9769
H 0.4369 1.4835 -4.8423
H 0.6205 0.5632 -2.1711
C 3.9139 0.2054 3.0025
O 3.0147 1.2731 2.9266
H 3.7921 -0.4353 2.1348
H 3.9314 -0.3278 3.8644
H 4.8936 0.5801 2.7298
H 2.9780 1.5908 2.0463
C -2.1252 1.6531 -1.0017
O -2.5629 0.8894 0.2217
H -2.3544 1.1347 -1.8819
H -1.1113 1.8406 -0.9973
H -2.6979 2.5756 -0.9441
H -2.8763 -0.0002 0.0163
C 0.7431 -2.7183 -3.7013
O -0.5713 -2.6452 -3.2284
H 1.2060 -1.7686 -3.6615
H 0.7026 -3.0174 -4.7599
H 1.2522 -3.3614 -2.9398
H -1.1134 -2.3174 -3.9459
*
```

---

Question: Which formula does entry 3 have?
Answer: C39H30BrGeMgN3O4